{
  "formula": "C45H34BN2O8",
  "method": "wB97M-V/def2-TZVPD",
  "elements": ["C", "C", "N", "N", "C", "B", "O", "O", "H", "H", "H", "H", "H", "H", "H", "H", "H", "H", "C", "C", "C", "C", "C", "C", "C", "O", "C", "C", "C", "C", "C", "C", "C", "O", "H", "H", "H", "H", "H", "H", "H", "H", "C", "C", "C", "C", "C", "C", "C", "O", "C", "C", "C", "C", "C", "C", "C", "O", "H", "H", "H", "H", "H", "H", "H", "H", "C", "C", "C", "C", "C", "C", "C", "O", "C", "C", "C", "C", "C", "C", "C", "O", "H", "H", "H", "H", "H", "H", "H", "H"],
  "xyz": [[0.5148, -0.4828, 0.1954], [1.1263, -1.3680, -0.8993], [2.4233, -0.8247, -1.3910], [2.4275, -0.5087, -2.8099], [1.6564, 0.7223, -3.0208], [0.4235, 0.4039, -3.9636], [0.4558, -0.7107, -4.7829], [-0.7191, 1.2294, -3.9398], [0.5140, 0.5582, -0.1261], [1.0988, -0.5901, 1.1123], [-0.5104, -0.8024, 0.4084], [0.4102, -1.5776, -1.7006], [1.3360, -2.3336, -0.4096], [3.0531, -1.6141, -1.3660], [2.2762, 1.4675, -3.5756], [1.3229, 1.1497, -2.0622], [0.1041, -1.4542, -4.2807], [-1.0505, 1.2769, -3.0384], [-3.5606, 4.3273, -2.7579], [-4.2749, 5.4647, -2.3945], [-4.4111, 5.8043, -1.0591], [-3.8423, 5.0019, -0.0776], [-3.1446, 3.8478, -0.4421], [-2.9984, 3.5215, -1.7839], [-2.5634, 2.9443, 0.5917], [-1.9547, 1.9442, 0.2805], [-2.7598, 3.3027, 2.0257], [-2.2727, 2.4483, 3.0068], [-2.4337, 2.7700, 4.3433], [-3.0748, 3.9507, 4.7059], [-3.5661, 4.8027, 3.7320], [-3.4186, 4.4789, 2.3887], [-3.9825, 5.3924, 1.3535], [-4.5434, 6.4224, 1.6694], [-3.4458, 4.0670, -3.8018], [-4.7237, 6.0879, -3.1571], [-4.9602, 6.6902, -0.7711], [-2.4465, 2.6352, -2.0595], [-1.7718, 1.5343, 2.7168], [-2.0575, 2.1016, 5.1067], [-3.1931, 4.2030, 5.7517], [-4.0687, 5.7198, 4.0071], [-5.2909, -5.4039, 0.7961], [-3.9169, -5.4651, 0.5831], [-3.3350, -4.7118, -0.4215], [-4.1258, -3.9006, -1.2261], [-5.5066, -3.8551, -1.0265], [-6.0836, -4.6021, -0.0062], [-6.3798, -3.0258, -1.9039], [-7.5811, -2.9820, -1.7247], [-5.7383, -2.2567, -3.0055], [-6.5382, -1.5126, -3.8638], [-5.9597, -0.7739, -4.8812], [-4.5782, -0.7687, -5.0422], [-3.7753, -1.5151, -4.1969], [-4.3504, -2.2685, -3.1813], [-3.4746, -3.0850, -2.2922], [-2.2687, -3.0905, -2.4179], [-5.7423, -5.9875, 1.5882], [-3.3002, -6.1011, 1.2047], [-2.2672, -4.7496, -0.5898], [-7.1523, -4.5528, 0.1511], [-7.6112, -1.5159, -3.7297], [-6.5847, -0.1966, -5.5503], [-4.1247, -0.1844, -5.8320], [-2.7017, -1.5087, -4.3322], [10.6837, -0.7557, 4.6741], [10.7738, -2.0237, 4.1088], [9.7967, -2.4635, 3.2325], [8.7188, -1.6429, 2.9246], [8.6172, -0.3812, 3.5081], [9.6081, 0.0627, 4.3749], [7.4423, 0.5018, 3.2278], [7.3707, 1.6014, 3.7410], [6.3849, -0.0100, 2.3242], [5.2567, 0.7665, 2.0891], [4.2643, 0.3095, 1.2369], [4.3846, -0.9201, 0.6030], [5.5090, -1.7010, 0.8393], [6.5064, -1.2601, 1.7011], [7.6816, -2.1292, 1.9613], [7.8115, -3.2094, 1.4217], [11.4528, -0.4092, 5.3527], [11.6095, -2.6674, 4.3522], [9.8615, -3.4456, 2.7844], [9.5277, 1.0478, 4.8137], [5.1604, 1.7267, 2.5777], [3.3837, 0.9128, 1.0522], [3.5728, -1.2379, -0.0801], [5.6149, -2.6624, 0.3546]],
  "lowdin_charge": [-0.12, -0.28, -0.21, -0.17, -0.24, -0.67, 0.10, 0.09, 0.04, 0.05, 0.06, 0.09, 0.09, 0.05, 0.08, 0.07, 0.08, 0.06, -0.05, -0.06, -0.01, -0.09, -0.07, 0.01, -0.27, 0.11, -0.08, 0.00, -0.06, -0.06, -0.01, -0.08, -0.28, 0.10, 0.11, 0.10, 0.12, 0.10, 0.12, 0.11, 0.10, 0.12, -0.07, -0.06, 0.00, -0.08, -0.08, -0.01, -0.28, 0.09, -0.09, -0.01, -0.06, -0.05, 0.01, -0.08, -0.28, 0.11, 0.10, 0.11, 0.12, 0.12, 0.12, 0.10, 0.11, 0.12, -0.07, -0.07, -0.01, -0.08, -0.08, -0.01, -0.28, 0.09, -0.10, 0.00, -0.04, -0.03, 0.01, -0.09, -0.28, 0.10, 0.10, 0.10, 0.12, 0.12, 0.12, 0.11, 0.06, 0.12],
  "charge": -1,
  "gap_ev": 1.93,
  "mol_weight_g_mol": 741.6,
  "largest_force_ha_per_bohr": 0.034
}